# 1
The ion C7H17N7 with charge +2 in a non-equilibrium geometry. Source: the OMol25 dataset; level of theory: ωB97M-V/def2-TZVPD.

Structure (XYZ):
```
31
Properties=species:S:1:pos:R:3:forces:R:3
C -2.284 1.895 -0.568 1.750 -1.241 -0.249
C -0.991 -0.693 -0.503 1.191 -1.159 -1.592
C -2.646 0.833 -1.582 1.049 -0.486 0.143
C -2.413 -0.621 -1.018 0.089 2.134 -0.076
C -0.570 0.476 0.386 -4.055 0.949 -1.617
C 3.163 -0.946 2.599 2.595 0.744 -1.147
C 2.313 -0.895 1.326 -0.191 1.968 2.631
N -1.275 1.798 0.189 -0.036 -0.644 0.481
N -0.302 -1.710 -0.824 -2.012 0.407 -0.331
N 2.431 1.824 -0.422 0.265 2.888 -1.603
N 1.195 1.532 -0.596 1.615 -1.793 2.817
N 0.773 0.757 0.456 3.316 1.886 -1.101
N -2.762 -1.618 -2.104 3.378 -1.289 1.149
N 1.712 0.479 1.461 -0.008 -1.572 -4.168
H -2.790 2.828 -0.502 -0.610 0.678 -0.393
H -3.627 1.013 -1.854 -2.416 -0.110 -0.350
H -2.137 1.033 -2.556 0.312 -0.287 0.813
H -3.015 -0.751 -0.114 -0.568 -0.273 -0.404
H -1.101 0.195 1.249 0.561 -0.381 2.273
H 2.740 -0.877 3.578 -1.066 -1.170 0.429
H 3.993 -1.673 2.460 -0.882 0.174 0.672
H 3.704 0.030 2.673 0.025 -0.508 -0.673
H 1.554 -1.639 1.267 -0.576 -0.691 0.170
H 2.917 -0.898 0.461 0.761 -0.116 -0.976
H 0.588 -1.816 -0.400 1.171 0.225 0.220
H 2.928 2.561 -1.040 -1.646 -1.740 0.695
H -1.925 -1.546 -2.818 -2.554 -0.121 0.859
H -3.734 -1.495 -2.335 -0.329 0.401 -1.228
H -2.698 -2.620 -1.772 0.183 1.129 -0.089
H 2.768 1.810 0.549 0.119 -0.827 0.039
H 1.491 0.732 2.357 -1.430 0.825 2.607
```
Positions in Å, forces in eV/Å.

## Properties
**SMILES**: [H]/N=C1/[C@H]([NH3+])CC=N[C@@H]1/[N+](=N/N)NCC
**HOMO**: -16.7 eV
**Energy above the lowest of the compared OMol25 structures with the same formula, charge and spin**: 73.8 kcal/mol
**Gap between HOMO and LUMO**: 8.8 eV
**Calculated total energy**: -659.45120 a.u.
**Charge**: +2

=====

# 2
A cluster of 2 separate species, C19H32FN4O2 in total. Source: the OMol25 dataset; level of theory: ωB97M-V/def2-TZVPD.

Structure (XYZ):
```
58
Properties=species:S:1:pos:R:3:forces:R:3
C -3.038 -1.797 -4.172 0.204 0.263 -0.353
C -2.135 -0.725 -4.808 0.104 -0.196 0.582
C -0.849 -0.533 -4.025 0.045 -0.317 -0.021
N 0.103 -1.662 -4.257 0.485 0.478 0.629
C 0.370 -2.459 -3.152 -0.267 -0.543 0.041
C -0.043 -3.732 -2.924 -0.012 0.225 -0.454
F -0.742 -4.487 -3.721 -0.122 -0.294 -0.112
N 0.408 -4.166 -1.714 0.160 -0.003 0.520
C 0.237 -5.474 -1.046 -0.219 -0.021 -0.067
C -1.111 -6.151 -1.292 -0.349 -0.257 0.636
N -1.887 -6.307 -0.041 0.190 0.410 -0.221
C 1.122 -3.167 -1.183 -0.061 0.084 0.064
N 1.107 -2.139 -2.006 -0.112 0.303 -0.576
C 1.735 -0.827 -1.828 0.173 0.047 0.148
O 2.561 -0.899 -0.717 -0.119 0.153 0.037
C 2.529 0.256 0.084 0.008 0.095 0.380
C 2.960 1.477 -0.410 -0.004 0.005 -0.073
C 2.926 2.605 0.404 -0.200 -0.296 0.272
C 2.469 2.499 1.711 -0.128 -0.471 0.151
C 2.057 1.262 2.198 0.017 -0.281 -0.351
C 2.082 0.129 1.390 0.173 0.353 -0.227
H -2.896 -2.766 -4.636 -0.016 -0.179 -0.040
H -4.075 -1.503 -4.280 -0.213 -0.164 -0.038
H -2.835 -1.896 -3.110 -0.018 0.004 0.248
H -2.660 0.223 -4.807 -0.091 0.239 -0.167
H -1.874 -0.998 -5.824 -0.091 0.120 -0.264
H -0.350 0.406 -4.250 0.043 0.084 -0.270
H -1.094 -0.494 -2.964 -0.025 0.034 0.202
H 0.981 -1.320 -4.629 -0.136 -0.044 -0.360
H 1.069 -6.109 -1.322 0.122 -0.071 -0.193
H 0.316 -5.272 0.015 0.208 0.066 0.180
H -0.909 -7.147 -1.670 -0.012 -0.135 -0.241
H -1.712 -5.630 -2.026 0.112 0.124 -0.255
H -2.853 -6.071 -0.223 -0.128 -0.215 0.073
H -1.585 -5.649 0.667 0.023 -0.030 0.025
H 1.633 -3.196 -0.242 0.078 -0.006 0.161
H 2.279 -0.597 -2.742 0.168 -0.097 -0.113
H 0.949 -0.085 -1.712 -0.167 0.110 0.140
H 3.332 1.547 -1.421 0.058 0.013 -0.128
H 3.253 3.557 0.026 0.098 0.151 -0.136
H 2.424 3.339 2.385 0.071 0.294 -0.094
H 1.699 1.153 3.208 -0.007 0.118 0.208
H 1.777 -0.838 1.758 -0.076 -0.114 0.093
C -1.155 3.734 3.384 0.003 0.090 -0.025
C -0.124 3.861 4.494 -0.092 -0.090 -0.012
O 0.593 5.077 4.479 0.190 -0.037 -0.074
C -0.176 6.259 4.637 -0.089 0.122 0.027
C -0.942 6.327 5.946 0.001 -0.132 0.017
H -0.685 3.878 2.409 0.008 -0.022 0.003
H -1.612 2.744 3.409 0.013 -0.011 0.006
H -1.953 4.470 3.482 -0.029 -0.031 0.031
H 0.631 3.082 4.373 0.056 0.037 0.038
H -0.588 3.695 5.473 -0.043 0.025 -0.013
H -0.852 6.392 3.785 -0.034 -0.033 0.020
H 0.544 7.075 4.594 0.056 -0.043 -0.020
H -1.703 5.548 6.019 -0.035 0.038 -0.023
H -1.447 7.289 6.032 0.017 0.020 -0.007
H -0.263 6.213 6.792 0.008 0.027 -0.001
```
Positions in Å, forces in eV/Å.

## Properties
**HOMO**: -11.3 eV
**Gap between HOMO and LUMO**: 8.7 eV
**Calculated total energy**: -1212.26260 a.u.
**Charge**: +1

=====

# 3
A cluster of 2 separate species, C3H8O2 in total in a non-equilibrium geometry. Source: the OMol25 dataset; level of theory: ωB97M-V/def2-TZVPD.

Structure (XYZ):
```
13
Properties=species:S:1:pos:R:3:forces:R:3
O -1.055 -0.450 -0.230 0.633 0.482 0.307
C -0.697 0.709 -0.306 -1.920 -1.585 -0.719
C -1.664 1.835 0.090 1.274 -0.834 -0.625
C -3.113 1.411 0.256 0.144 -0.272 1.359
H 0.195 0.903 -0.942 0.131 0.525 0.683
H -1.342 2.204 1.069 0.239 0.581 -0.396
H -1.441 2.501 -0.747 -0.480 0.841 0.439
H -3.600 0.799 -0.497 0.256 0.361 -0.458
H -3.137 0.789 1.159 -0.056 -0.083 -0.128
H -3.687 2.291 0.548 -0.224 -0.020 -0.461
H 5.445 -3.896 -0.077 0.016 -0.224 -0.040
H 6.144 -2.638 0.433 -0.352 -0.127 -0.146
O 5.302 -2.961 0.076 0.338 0.354 0.186
```
Positions in Å, forces in eV/Å.

## Properties
**SMILES**: CCC=O.O
**HOMO**: -9.6 eV
**Energy above the lowest of the compared OMol25 structures with the same formula, charge and spin**: 28.5 kcal/mol
**Gap between HOMO and LUMO**: 10.7 eV
**Calculated total energy**: -269.54940 a.u.
**Charge**: 0

=====

# 4
A structure of composition C4H7N3O in a non-equilibrium geometry. Source: the OMol25 dataset; level of theory: ωB97M-V/def2-TZVPD.

Structure (XYZ):
```
15
Properties=species:S:1:pos:R:3:forces:R:3
C 2.020 -1.332 -1.355 -1.899 0.909 -2.377
C -0.482 -0.617 0.883 -0.693 3.993 -3.088
C -1.333 1.410 -0.299 -1.801 -1.228 0.711
C -0.567 1.771 0.930 0.919 0.217 -1.584
H 1.685 -0.549 -2.387 1.021 -2.309 3.655
H 2.622 -2.207 -1.585 0.605 0.527 0.092
H -0.087 -2.324 1.051 -1.124 1.211 2.278
H -2.395 1.639 -0.447 0.662 0.542 -0.078
H -0.834 0.963 -1.158 0.063 0.823 0.199
H -0.944 2.418 1.705 0.326 0.573 -0.259
H 0.512 1.743 0.589 -1.064 0.156 1.412
N 1.413 -1.423 -0.232 -0.313 1.001 -1.825
N -0.690 -1.564 1.593 1.518 -5.703 0.071
N -1.298 0.520 0.911 0.406 0.560 0.345
O 0.378 -0.448 -0.199 1.373 -1.272 0.448
```
Positions in Å, forces in eV/Å.

## Properties
**HOMO**: -10.0 eV
**Energy above the lowest of the compared OMol25 structures with the same formula, charge and spin**: 132.6 kcal/mol
**Gap between HOMO and LUMO**: 10.5 eV
**Calculated total energy**: -395.93705 a.u.
**Charge**: 0